6 unconnected molecules or ions with the total composition C16H47N3O6. Source: the OMol25 dataset; level of theory: ωB97M-V/def2-TZVPD.

```
72
Properties=species:S:1:pos:R:3:forces:R:3:lowdin_charge:R:1
C -2.897 3.582 -1.257 0.258 -0.285 0.366 -0.10
O -2.996 3.051 0.055 -0.087 0.331 -0.288 -0.18
C -1.744 2.709 0.594 0.432 -0.163 -0.301 -0.24
C -1.885 2.543 2.090 -0.425 -0.348 0.242 -0.42
C -0.542 2.588 2.771 0.308 -0.178 0.554 -0.07
N -2.586 1.286 2.451 0.054 0.219 -0.448 0.06
H -3.906 3.781 -1.602 -0.054 -0.006 -0.086 0.08
H -2.394 2.874 -1.926 -0.124 0.000 -0.052 0.09
H -2.316 4.514 -1.251 -0.067 0.001 -0.005 0.08
H -1.376 1.764 0.159 -0.106 0.096 0.019 0.11
H -0.977 3.466 0.346 -0.247 0.150 0.115 0.12
H -2.515 3.357 2.457 0.062 0.062 -0.019 0.14
H -0.086 3.578 2.730 0.030 -0.027 -0.185 0.08
H 0.144 1.847 2.346 0.004 0.097 -0.124 0.07
H -0.653 2.334 3.829 -0.074 0.023 -0.062 0.08
H -3.357 1.187 1.789 -0.028 0.016 0.215 0.07
H -1.976 0.515 2.185 0.062 0.144 0.073 0.02
C 0.092 -2.727 -2.092 -0.391 -0.034 0.204 -0.08
O 1.031 -2.464 -1.062 -0.031 -0.093 -0.224 -0.24
C 1.729 -3.631 -0.664 -0.043 0.238 0.111 -0.20
C 2.495 -3.326 0.605 0.062 -0.041 0.162 -0.44
C 3.532 -2.236 0.388 0.239 0.057 -0.021 -0.05
N 3.057 -4.592 1.093 0.147 0.117 -0.027 0.04
H 0.535 -3.295 -2.913 0.131 0.102 -0.024 0.09
H -0.293 -1.776 -2.452 0.134 0.037 -0.045 0.09
H -0.764 -3.298 -1.704 0.159 -0.017 0.013 0.09
H 1.028 -4.444 -0.456 0.031 -0.097 -0.167 0.13
H 2.430 -3.907 -1.464 -0.085 -0.239 -0.007 0.14
H 1.766 -2.982 1.347 0.018 -0.068 0.015 0.13
H 4.311 -2.599 -0.291 -0.015 0.028 0.017 0.08
H 4.008 -1.974 1.335 0.022 0.007 -0.023 0.08
H 3.114 -1.326 -0.044 -0.107 -0.046 0.037 0.06
H 3.739 -4.939 0.423 -0.089 0.004 -0.025 0.07
H 3.590 -4.427 1.940 -0.129 0.003 0.032 0.07
C 1.074 1.094 -1.549 0.139 -0.416 -0.121 -0.10
O 1.369 1.719 -2.779 -0.246 -0.068 0.018 -0.17
C 2.339 2.715 -2.655 0.317 0.378 0.318 -0.25
C 2.470 3.490 -3.955 0.450 0.228 -0.154 -0.44
C 3.006 2.615 -5.081 -0.450 -0.199 0.215 -0.07
N 3.342 4.672 -3.797 -0.172 0.016 0.426 0.03
H 1.906 0.454 -1.222 0.039 0.183 0.072 0.08
H 0.223 0.436 -1.700 -0.123 0.146 -0.016 0.07
H 0.839 1.822 -0.769 -0.001 0.004 0.015 0.08
H 2.090 3.416 -1.836 -0.173 -0.087 -0.131 0.12
H 3.324 2.292 -2.376 -0.085 -0.091 -0.133 0.13
H 1.486 3.872 -4.233 -0.067 -0.103 0.003 0.14
H 4.001 2.242 -4.833 0.109 0.141 -0.087 0.08
H 3.023 3.182 -6.009 0.186 -0.011 -0.044 0.07
H 2.361 1.743 -5.213 0.021 0.065 -0.011 0.08
H 2.844 5.384 -3.268 -0.009 -0.024 -0.153 0.07
H 4.138 4.446 -3.202 0.055 -0.137 -0.248 0.07
C -1.333 -3.045 4.120 0.320 -0.497 0.526 -0.08
C -1.269 -1.547 3.968 -0.285 -0.061 -0.003 -0.29
O -0.050 -1.129 3.337 -0.109 -0.056 0.026 -0.10
H -0.524 -3.417 4.761 0.002 0.145 -0.098 0.08
H -1.247 -3.578 3.173 -0.102 0.152 -0.115 0.07
H -2.257 -3.348 4.619 -0.089 0.097 -0.185 0.08
H -1.396 -1.051 4.931 0.118 0.034 0.018 0.12
H -2.097 -1.204 3.349 0.096 0.067 -0.030 0.07
H 0.555 -0.770 3.989 -0.018 0.026 -0.002 0.10
C -4.332 -1.894 1.144 -0.137 -0.165 -0.193 -0.08
C -3.548 -1.720 -0.147 0.194 0.546 0.115 -0.31
O -2.893 -0.458 -0.206 -0.215 -0.106 0.005 -0.11
H -4.796 -2.885 1.162 0.062 0.043 0.110 0.07
H -5.130 -1.155 1.213 0.054 0.077 0.011 0.08
H -3.683 -1.782 2.013 -0.018 -0.067 0.001 0.05
H -4.225 -1.733 -1.002 0.001 -0.266 -0.025 0.11
H -2.804 -2.517 -0.248 -0.113 -0.122 -0.107 0.10
H -1.997 -0.556 0.157 0.116 -0.021 -0.160 0.01
O -0.258 -0.672 0.605 -0.024 -0.014 0.275 -0.06
H 0.349 -1.328 0.222 -0.147 -0.017 -0.265 0.03
H -0.238 -0.838 1.563 0.253 0.091 0.083 0.01
```
Forces are in eV/Å.

- SMILES string = COC[C@H](C)N.COC[C@H](C)N.COC[C@H](C)N.CCO.CCO.O
- electronic energy (eV) = -34108.2874
- 2S+1 = 1